ORCA calculation (the ωB97M-V functional and the def2-TZVPD basis) on a cluster of 13 separate species, C45H109BBrIO18S in total.

Computed properties:
strongest force on any atom: 9.65 eV Å⁻¹
HOMO level: -0.3300 Eh
frontier orbital gap: 8.840 eV
calculated total energy: -174924.874 eV

Bonds (Å) are listed after each position.
CARTESIAN COORDINATES (ANGSTROEM)
1 C 2.131 -0.564 4.776  C2 1.417, H32 1.191
2 C 2.409 -1.148 3.515  C1 1.417, C3 1.658
3 C 2.698 -1.614 1.950  C2 1.658, C4 1.626, C23 1.636, H33 1.195
4 C 4.315 -1.752 1.840  C3 1.626, Br5 2.041, O6 1.457, H34 1.195
5 Br 5.335 -0.674 3.241  C4 2.041
6 O 4.708 -1.464 0.467  C4 1.457, S7 1.741
7 S 3.663 -2.364 -0.596  O6 1.741, O8 1.543, O9 1.537, C10 1.923
8 O 4.398 -2.254 -1.948  S7 1.543
9 O 3.778 -3.823 -0.124  S7 1.537
10 C 1.869 -1.672 -0.609  S7 1.923, C11 1.649, C19 1.613, C23 1.686
11 C 0.822 -2.938 -0.465  C10 1.649, C12 1.621, H35 1.168, H36 1.197
12 C -0.594 -2.849 -1.247  C11 1.621, C13 1.659, H37 1.165, H38 1.197
13 C -1.948 -2.793 -0.292  C12 1.659, C14 1.637, H39 1.194, H40 1.183
14 C -2.069 -4.020 0.784  C13 1.637, C15 1.673, H41 1.185, H42 1.173
15 C -3.432 -3.733 1.711  C14 1.673, O16 1.470, H43 1.170, H44 1.193
16 O -4.496 -3.031 0.979  C15 1.470, C17 1.471
17 C -5.841 -3.460 1.390  O16 1.471, C18 1.666, H45 1.194, H46 1.170
18 C -6.695 -2.194 2.056  C17 1.666, H47 1.172, H48 1.177, H49 1.178
19 C 1.810 -0.835 -1.987  C10 1.613, I20 2.239, C21 1.602, H50 1.197
20 I 0.314 0.825 -2.127  C19 2.239
21 C 1.648 -1.561 -3.406  C19 1.602, C22 1.603, H51 1.197, H52 1.197
22 C 1.845 -3.139 -3.610  C21 1.603, H53 1.161, H54 1.193, H55 1.193
23 C 1.931 -0.744 0.797  C3 1.636, C10 1.686, O24 1.440, B29 1.663
24 O 2.500 0.522 0.415  C23 1.440, C25 1.428
25 C 3.042 1.394 1.408  O24 1.428, C26 1.678, H56 1.190, H57 1.166
26 C 2.797 2.956 0.846  C25 1.678, C27 1.655, H58 1.178, H59 1.193
27 C 2.437 4.005 2.075  C26 1.655, C28 1.666, H60 1.175, H61 1.194
28 C 0.894 4.623 1.971  C27 1.666, H62 1.176, H63 1.170, H64 1.192
29 B 0.430 -0.442 1.447  C23 1.663, C30 1.679, O31 1.506
30 C -0.303 1.068 1.454  B29 1.679, H65 1.193, H66 1.170, H67 1.178
31 O -0.413 -1.473 2.150  B29 1.506, H68 1.002
32 H 2.281 -0.048 5.839  C1 1.191
33 H 2.272 -2.730 1.906  C3 1.195
34 H 4.585 -2.875 2.146  C4 1.195
35 H 0.618 -3.298 0.628  C11 1.168
36 H 1.377 -3.871 -0.971  C11 1.197
37 H -0.725 -1.995 -2.029  C12 1.165
38 H -0.750 -3.854 -1.877  C12 1.197
39 H -2.861 -2.926 -1.050  C13 1.194
40 H -2.095 -1.713 0.170  C13 1.183
41 H -1.185 -4.076 1.571  C14 1.185
42 H -2.224 -5.044 0.235  C14 1.173
43 H -3.730 -4.775 2.152  C15 1.170
44 H -3.166 -3.046 2.650  C15 1.193
45 H -6.426 -3.720 0.382  C17 1.194
46 H -5.880 -4.432 2.040  C17 1.170
47 H -6.944 -1.412 1.220  C18 1.172
48 H -5.966 -1.677 2.822  C18 1.177
49 H -7.662 -2.554 2.625  C18 1.178
50 H 2.828 -0.207 -2.044  C19 1.197
51 H 2.390 -1.022 -4.174  C21 1.197
52 H 0.570 -1.316 -3.865  C21 1.197
53 H 2.474 -3.737 -2.840  C22 1.161
54 H 2.348 -3.324 -4.676  C22 1.193
55 H 0.783 -3.677 -3.685  C22 1.193
56 H 4.227 1.293 1.399  C25 1.190
57 H 2.571 1.402 2.474  C25 1.166
58 H 3.773 3.332 0.305  C26 1.178
59 H 1.942 2.985 0.014  C26 1.193
60 H 2.660 3.525 3.124  C27 1.175
61 H 3.148 4.948 1.899  C27 1.194
62 H 0.833 5.461 1.148  C28 1.176
63 H 0.087 3.820 1.701  C28 1.170
64 H 0.618 5.019 3.061  C28 1.192
65 H -1.428 0.914 1.090  C30 1.193
66 H 0.241 1.843 0.767  C30 1.170
67 H -0.360 1.376 2.590  C30 1.178
68 H -1.120 -1.026 2.702  O31 1.002
69 C -0.377 8.822 1.402  C70 1.515, H72 1.095, H73 1.094, H74 1.095
70 C -1.635 8.427 2.148  C69 1.515, O71 1.420, H75 1.094, H76 1.094
71 O -1.302 7.624 3.271  C70 1.420, H77 0.973
72 H 0.167 7.933 1.068  C69 1.095
73 H -0.617 9.438 0.531  C69 1.094
74 H 0.300 9.383 2.055  C69 1.095
75 H -2.299 7.848 1.499  C70 1.094
76 H -2.179 9.310 2.497  C70 1.094
77 H -0.719 8.150 3.845  O71 0.973
78 C -6.051 1.478 0.097  C79 1.515, H81 1.095, H82 1.094, H83 1.095
79 C -4.581 1.125 0.005  C78 1.515, O80 1.420, H84 1.094, H85 1.094
80 O -3.809 2.062 0.741  C79 1.420, H86 0.973
81 H -6.230 2.486 -0.292  C78 1.095
82 H -6.659 0.768 -0.469  C78 1.094
83 H -6.385 1.476 1.140  C78 1.095
84 H -4.246 1.150 -1.037  C79 1.094
85 H -4.392 0.124 0.404  C79 1.094
86 H -4.109 2.026 1.666  O80 0.973
87 C -1.526 -9.175 -1.028  C88 1.515, H90 1.095, H91 1.094, H92 1.095
88 C -2.434 -8.116 -1.618  C87 1.515, O89 1.420, H93 1.094, H94 1.094
89 O -1.953 -6.823 -1.282  C88 1.420, H95 0.973
90 H -1.474 -9.075 0.061  C87 1.095
91 H -1.885 -10.178 -1.274  C87 1.094
92 H -0.504 -9.064 -1.407  C87 1.095
93 H -3.448 -8.217 -1.220  C88 1.094
94 H -2.481 -8.202 -2.708  C88 1.094
95 H -1.056 -6.740 -1.647  O89 0.973
96 C -10.109 -2.021 -1.669  C97 1.515, H99 1.095, H100 1.094, H101 1.095
97 C -9.753 -0.652 -1.128  C96 1.515, O98 1.420, H102 1.094, H103 1.094
98 O -8.383 -0.620 -0.753  C97 1.420, H104 0.973
99 H -9.917 -2.794 -0.918  C96 1.095
100 H -11.163 -2.063 -1.958  C96 1.094
101 H -9.495 -2.265 -2.541  C96 1.095
102 H -10.354 -0.421 -0.243  C97 1.094
103 H -9.930 0.125 -1.877  C97 1.094
104 H -7.858 -0.818 -1.548  O98 0.973
105 C 9.722 1.252 2.759  C106 1.515, H108 1.095, H109 1.094, H110 1.095
106 C 8.856 2.225 1.985  C105 1.515, O107 1.420, H111 1.094, H112 1.094
107 O 7.792 1.530 1.352  C106 1.420, H113 0.973
108 H 10.130 0.487 2.091  C105 1.095
109 H 10.549 1.772 3.249  C105 1.094
110 H 9.133 0.730 3.520  C105 1.095
111 H 9.443 2.729 1.211  C106 1.094
112 H 8.433 2.987 2.648  C106 1.094
113 H 7.272 1.094 2.048  O107 0.973
114 C 9.216 5.930 1.775  C115 1.515, H117 1.095, H118 1.094, H119 1.095
115 C 7.750 6.029 1.407  C114 1.515, O116 1.420, H120 1.094, H121 1.094
116 O 7.562 7.040 0.429  C115 1.420, H122 0.973
117 H 9.580 6.887 2.164  C114 1.095
118 H 9.377 5.157 2.532  C114 1.094
119 H 9.821 5.693 0.895  C114 1.095
120 H 7.151 6.288 2.285  C115 1.094
121 H 7.381 5.079 1.006  C115 1.094
122 H 8.092 6.797 -0.350  O116 0.973
123 C 1.104 4.994 -4.542  C124 1.515, H126 1.095, H127 1.094, H128 1.095
124 C 1.607 5.402 -3.173  C123 1.515, O125 1.420, H129 1.094, H130 1.094
125 O 2.137 4.273 -2.494  C124 1.420, H131 0.973
126 H 0.331 4.224 -4.454  C123 1.095
127 H 0.688 5.853 -5.076  C123 1.094
128 H 1.915 4.565 -5.140  C123 1.095
129 H 0.790 5.809 -2.570  C124 1.094
130 H 2.389 6.163 -3.253  C124 1.094
131 H 2.868 3.923 -3.033  O125 0.973
132 C -13.164 -0.389 -5.822  C133 1.515, H135 1.095, H136 1.094, H137 1.095
133 C -12.789 -1.323 -4.690  C132 1.515, O134 1.420, H138 1.094, H139 1.094
134 O -11.820 -0.707 -3.854  C133 1.420, H140 0.973
135 H -12.281 -0.130 -6.415  C132 1.095
136 H -13.907 -0.851 -6.478  C132 1.094
137 H -13.573 0.548 -5.432  C132 1.095
138 H -12.361 -2.249 -5.083  C133 1.094
139 H -13.664 -1.577 -4.084  C133 1.094
140 H -12.212 0.111 -3.503  O134 0.973
141 C -6.453 -9.885 1.062  C142 1.515, H144 1.095, H145 1.094, H146 1.095
142 C -6.832 -9.059 -0.150  C141 1.515, O143 1.420, H147 1.094, H148 1.094
143 O -6.203 -9.584 -1.310  C142 1.420, H149 0.973
144 H -5.367 -9.885 1.203  C141 1.095
145 H -6.926 -9.491 1.966  C141 1.094
146 H -6.757 -10.928 0.931  C141 1.095
147 H -6.506 -8.022 -0.024  C142 1.094
148 H -7.915 -9.064 -0.305  C142 1.094
149 H -6.505 -10.502 -1.417  O143 0.973
150 C 4.844 -6.833 2.574  C151 1.515, H153 1.095, H154 1.094, H155 1.095
151 C 4.570 -7.626 1.312  C150 1.515, O152 1.420, H156 1.094, H157 1.094
152 O 3.231 -7.414 0.887  C151 1.420, H158 0.973
153 H 4.155 -7.130 3.371  C150 1.095
154 H 5.871 -6.990 2.917  C150 1.094
155 H 4.689 -5.764 2.400  C150 1.095
156 H 4.704 -8.696 1.496  C151 1.094
157 H 5.246 -7.326 0.506  C151 1.094
158 H 3.125 -6.462 0.719  O152 0.973
159 C 9.678 3.169 6.534  C160 1.515, H162 1.095, H163 1.094, H164 1.095
160 C 8.812 4.142 5.760  C159 1.515, O161 1.420, H165 1.094, H166 1.094
161 O 7.748 3.447 5.127  C160 1.420, H167 0.973
162 H 10.086 2.403 5.866  C159 1.095
163 H 10.506 3.689 7.024  C159 1.094
164 H 9.089 2.647 7.294  C159 1.095
165 H 9.399 4.645 4.986  C160 1.094
166 H 8.389 4.903 6.422  C160 1.094
167 H 7.228 3.010 5.823  O161 0.973
168 C 1.960 8.342 -7.795  C169 1.515, H171 1.095, H172 1.094, H173 1.095
169 C 2.463 8.750 -6.425  C168 1.515, O170 1.420, H174 1.094, H175 1.094
170 O 2.993 7.620 -5.747  C169 1.420, H176 0.973
171 H 1.188 7.571 -7.707  C168 1.095
172 H 1.544 9.200 -8.329  C168 1.094
173 H 2.771 7.913 -8.393  C168 1.095
174 H 1.646 9.157 -5.823  C169 1.094
175 H 3.246 9.511 -6.505  C169 1.094
176 H 3.724 7.271 -6.286  O170 0.973